This record from the Open Molecules 2025 dataset describes a molecular structure, C25H53N3O18Zr in a non-equilibrium geometry. The level of theory is ωB97M-V/def2-TZVPD.

Properties
total charge: +2
ΔE to the lowest compared entry with this formula, charge and spin: 0.0 kJ/mol
lowest unoccupied orbital energy: -8.1 eV
HOMO-LUMO gap: 5.89 eV
HOMO: -14.0 eV

Structure (XYZ):
```
100
C25H53N3O18Zr | the Open Molecules 2025 dataset | ωB97M-V/def2-TZVPD
Zr 0.877 2.999 1.225
O 0.959 1.000 0.465
C -0.200 0.199 0.722
C -1.384 1.007 1.354
O -1.063 2.304 1.858
H 0.134 -0.547 1.453
H -0.490 -0.355 -0.172
H -1.825 0.420 2.158
H -2.059 1.095 0.498
C -0.364 -2.033 4.727
N 0.799 -2.809 4.218
O 1.052 -3.845 4.756
O 1.418 -2.370 3.256
H -0.048 -1.414 5.563
H -1.136 -2.713 5.072
H -0.742 -1.403 3.929
C -5.378 0.772 1.531
N -6.637 0.703 0.772
O -7.074 -0.389 0.486
O -7.154 1.766 0.479
H -5.303 0.036 2.326
H -5.304 1.724 2.053
H -4.584 0.745 0.788
C 0.634 -4.048 0.689
N -0.400 -4.432 1.685
O -1.331 -3.663 1.878
O -0.318 -5.551 2.121
H 0.423 -4.598 -0.224
H 1.594 -4.251 1.149
H 0.515 -2.992 0.454
O 3.225 1.763 1.744
C 4.409 1.462 1.612
O 4.789 0.234 1.366
C 3.763 -0.769 1.193
C 4.510 -2.083 0.945
C 5.534 2.449 1.652
H 3.146 -0.553 0.319
H 3.103 -0.820 2.059
H 4.991 -2.051 -0.029
H 3.783 -2.898 0.951
H 5.217 -2.306 1.739
H 6.009 2.657 0.695
H 6.282 2.116 2.370
H 5.105 3.400 1.969
O 1.603 -3.172 -4.567
C 1.119 -2.206 -4.057
O 0.728 -1.123 -4.755
C 0.791 -1.180 -6.177
C 0.077 0.054 -6.699
C 0.980 -2.033 -2.570
H 0.231 -2.015 -6.610
H 1.803 -1.273 -6.573
H -0.990 -0.048 -6.514
H 0.262 0.021 -7.773
H 0.443 0.956 -6.209
H 0.147 -2.675 -2.266
H 0.783 -1.029 -2.210
H 1.865 -2.472 -2.113
O 1.367 2.533 3.333
C 1.100 2.414 4.535
O 1.758 2.951 5.528
C 2.929 3.733 5.195
C 4.142 2.798 5.109
C -0.114 1.674 4.972
H 3.074 4.378 6.057
H 2.875 4.356 4.303
H 4.082 2.147 5.984
H 5.085 3.328 5.234
H 4.143 2.188 4.209
H -0.941 2.367 5.137
H 0.137 1.148 5.892
H -0.458 0.971 4.220
O -0.208 3.523 -0.647
C -0.512 4.014 -1.753
O -0.504 3.343 -2.842
C -0.315 1.894 -2.866
C -1.606 1.171 -2.489
C -0.975 5.429 -1.952
H 0.544 1.641 -2.244
H -0.064 1.646 -3.893
H -1.996 1.531 -1.536
H -1.398 0.105 -2.398
H -2.342 1.324 -3.275
H -0.320 5.893 -2.692
H -0.835 5.967 -1.017
H -1.987 5.472 -2.342
O -4.649 -3.254 -1.861
C -3.772 -2.444 -1.938
O -3.272 -1.969 -3.087
C -3.722 -2.568 -4.306
C -2.758 -2.218 -5.428
C -3.074 -1.868 -0.734
H -4.702 -2.156 -4.553
H -3.792 -3.643 -4.142
H -2.636 -1.136 -5.492
H -3.095 -2.562 -6.403
H -1.794 -2.686 -5.218
H -2.013 -1.756 -0.970
H -3.168 -2.540 0.113
H -3.527 -0.902 -0.501
```